Here is a single C17H10OS2 molecule in a non-equilibrium geometry from OMol25. Energies are from ωB97M-V/def2-TZVPD.

The geometry in XYZ format:
```
30
Properties=species:S:1:pos:R:3:forces:R:3:nbo_charge:R:1
O 1.209 0.341 0.739 -0.8 0.1 -0.9 -0.524
S 2.038 3.881 -1.258 0.7 0.4 2.5 0.350
S -2.277 1.893 0.691 -0.3 -1.7 -0.2 0.320
C 0.025 0.573 0.471 2.8 -1.5 2.0 0.466
C 3.721 4.048 -0.680 -0.9 -2.6 2.4 -0.398
C 3.801 3.508 0.652 0.1 1.7 -1.5 -0.241
C 2.499 3.332 1.322 1.0 -1.4 -0.5 -0.233
C 1.441 3.438 0.437 3.3 0.2 -0.6 -0.185
C 0.068 3.143 0.634 -1.8 -2.9 -0.7 -0.156
C -0.526 1.883 0.678 -0.2 4.2 -0.3 -0.219
C -0.617 -4.479 -0.735 -4.5 -3.2 -0.2 -0.211
C -3.377 -0.583 -0.095 -2.4 -1.7 -0.3 -0.254
C 0.492 -3.777 -0.643 3.9 3.1 0.3 -0.218
C -2.268 0.117 0.292 1.2 1.7 0.0 -0.089
C -1.887 -3.882 -0.636 3.1 -0.9 0.0 -0.160
C -3.244 -1.948 -0.397 -2.2 2.7 -0.5 -0.120
C 0.421 -2.425 -0.394 0.4 1.5 1.2 -0.166
C -0.989 -0.435 0.218 -1.3 1.7 0.0 -0.112
C -1.992 -2.517 -0.394 0.1 -1.0 0.3 -0.094
C -0.844 -1.766 -0.116 2.3 -1.7 -1.5 -0.038
H 4.581 4.181 -1.361 -0.9 0.0 0.4 0.244
H 4.810 3.311 1.127 -1.5 0.4 -0.5 0.229
H 2.452 2.884 2.392 -0.2 1.1 -2.1 0.247
H -0.628 3.922 0.411 -0.4 0.7 0.4 0.215
H -0.464 -5.570 -0.836 -0.7 0.6 0.0 0.215
H -4.394 -0.120 -0.168 1.2 -0.3 0.1 0.229
H 1.494 -4.238 -0.701 -0.7 0.2 -0.1 0.221
H -2.751 -4.455 -0.547 -1.3 -1.0 -0.4 0.209
H -4.143 -2.437 -0.847 1.0 0.0 0.8 0.225
H 1.350 -1.826 -0.258 -0.9 -0.5 -0.1 0.246
```
Forces are in eV/Å.

Summary:
ΔE to the lowest compared entry with this formula, charge and spin in kJ/mol: 68.7
Molecular weight in u: 294.40
SMILES: O=C1/C(=C\c2cccs2)Sc2ccc3ccccc3c21
Net charge: 0
E_tot in eV: -41506.901
HOMO in eV: -8.110